# 1
5 unconnected molecules or ions with the total composition C19H42Cl2O12P. Source: the Open Molecules 2025 dataset; level of theory: ωB97M-V with the def2-TZVPD basis set.

Last column: Mulliken charge in e.
Positions of all 76 atoms, in Å:
H  -5.26  1.96  -6.27  0.247
H  7.70  3.47  4.60  0.316
H  -3.42  -1.74  2.88  0.266
C  0.16  -1.90  4.72  0.721
C  -0.83  -3.98  4.40  -0.705
C  8.14  -1.24  -3.97  -0.634
O  -6.37  -1.86  0.39  -0.367
H  -0.97  -4.10  5.48  0.331
H  -6.27  -0.14  -6.37  0.331
C  -8.40  0.55  -6.80  -0.679
H  -4.26  -2.89  3.93  0.203
O  7.46  0.94  4.33  -0.557
H  6.68  -1.23  2.77  0.355
H  0.86  1.26  4.52  0.335
O  6.61  -0.18  -1.00  -0.307
C  6.76  1.37  3.43  0.670
H  -11.04  2.36  -5.79  0.110
H  1.10  0.20  5.90  0.332
H  9.48  2.23  3.31  0.312
O  7.89  -1.01  -2.58  -0.336
H  -8.05  1.02  -7.84  0.352
H  3.32  0.28  -0.34  0.336
H  -6.06  0.16  -2.30  0.098
C  -7.08  0.56  -5.83  -0.077
H  -9.11  2.85  -6.19  -0.082
H  4.27  -1.23  -0.27  0.282
C  5.46  0.56  -0.57  0.364
H  -9.57  1.43  -4.80  -0.153
H  -7.62  -1.38  -1.15  0.297
H  -6.10  2.38  -4.63  0.209
H  -1.69  -4.43  3.89  0.211
H  4.91  -1.16  2.59  0.218
H  8.19  -0.29  -4.52  0.291
H  2.57  -0.03  3.21  0.278
H  -6.93  2.81  -6.37  0.313
O  6.09  0.28  -3.19  -0.552
O  -5.26  -2.40  2.21  -0.345
H  3.26  0.69  4.69  0.338
C  -5.63  -1.36  1.41  0.726
O  5.83  0.66  2.73  -0.223
O  6.79  2.63  2.92  -0.338
H  -10.25  1.78  -7.60  -0.021
C  9.15  3.22  3.00  -1.130
C  -6.32  2.05  -5.74  -0.878
H  7.46  4.53  3.22  0.309
H  9.11  -1.74  -4.06  0.226
C  6.79  -0.24  -2.34  0.726
C  7.75  3.51  3.51  -0.191
H  3.99  -0.44  -1.82  0.391
C  -6.82  -0.90  -0.57  -0.115
H  2.88  -1.04  4.61  0.344
H  7.37  -1.89  -4.38  0.287
H  -4.82  -1.21  3.87  0.307
H  -4.89  0.02  -0.97  0.327
P  -9.86  1.62  -6.20  -0.183
C  4.18  -0.25  -0.76  -1.226
O  0.19  -0.64  4.22  -0.313
H  9.17  3.24  1.91  0.286
H  5.41  1.53  -1.07  0.346
H  -5.24  -1.39  -1.97  0.300
C  1.15  0.25  4.81  -0.491
C  2.55  -0.05  4.30  -0.860
H  5.63  -0.83  4.18  0.390
H  -10.68  0.40  -6.21  -0.057
O  -0.77  -2.61  4.03  -0.257
O  -5.33  -0.19  1.58  -0.559
Cl  -8.90  -1.22  -7.23  -0.257
C  -5.69  -0.50  -1.51  -0.819
O  0.86  -2.33  5.63  -0.572
Cl  -7.35  -0.22  -4.15  -0.218
H  -7.26  -0.03  -0.08  0.284
C  5.77  -0.72  3.10  -0.879
C  -4.39  -2.02  3.28  -0.562
H  5.60  0.76  0.50  -0.116
H  0.08  -4.50  4.07  0.313
H  9.86  3.96  3.39  0.381

Calculated values
- Kohn-Sham gap (eV) = 4.755
- E (eV) = -79284.617
- spin multiplicity = 1
- HOMO energy (eV) = -3.22
- ΔE to the lowest compared entry with this formula, charge and spin (eV) = 1.925
- net charge = -1


# 2
4 unconnected molecules or ions with the total composition C19H42FO17P3. Source: the Open Molecules 2025 dataset; level of theory: ωB97M-V with the def2-TZVPD basis set.

Last column: Mulliken charge in e.
Positions of all 82 atoms, in Å:
H  -4.17  1.79  -0.45  0.354
H  -3.40  4.06  -4.58  0.354
C  -0.24  4.95  -0.45  -0.756
O  -2.70  3.64  -2.65  -0.280
C  9.02  -2.22  6.14  -0.614
H  0.80  4.66  -0.31  0.280
O  -8.27  0.50  -4.24  -0.346
C  3.87  -2.21  0.31  -0.412
C  -6.67  -0.86  -1.82  -0.679
H  -1.99  -0.47  1.52  0.033
P  -1.11  4.15  -2.79  0.979
H  0.71  2.48  -4.30  0.298
H  -0.71  5.03  0.53  0.217
C  -4.71  -1.01  1.12  0.736
H  10.09  -2.19  6.34  0.222
H  -8.53  2.44  -3.49  0.307
H  -0.29  5.92  -0.94  0.364
H  6.48  -4.03  2.01  0.203
O  -1.36  5.57  -3.17  -0.681
O  -0.93  3.94  -1.18  -0.111
H  0.79  0.00  0.83  0.175
H  -5.22  -0.47  -7.15  0.254
H  -0.03  -0.82  3.69  0.282
C  0.30  -0.11  2.92  -0.712
H  -9.92  1.70  -4.30  0.232
H  4.45  -0.31  0.99  0.216
H  -1.30  1.18  3.60  0.398
C  6.62  -4.80  2.78  -0.634
H  1.23  0.35  3.29  0.358
C  -3.08  1.40  1.47  -0.830
C  2.41  -1.84  0.48  0.727
O  8.70  -3.44  5.47  -0.321
H  0.97  2.15  -2.57  0.243
C  11.20  -3.80  3.56  -0.740
H  -4.91  -1.12  -5.53  0.325
H  -0.08  -1.53  1.28  0.270
H  -1.24  0.83  0.53  0.310
H  -7.45  -1.51  -2.20  0.406
H  5.78  -1.66  1.05  0.177
H  8.49  -2.21  7.09  0.243
O  -6.78  0.46  -2.37  -0.221
P  8.58  -3.43  3.85  1.021
H  -5.69  -1.28  -2.05  0.336
H  2.21  3.00  -3.51  0.247
O  -4.99  -1.20  2.23  -0.463
H  -2.77  2.40  -4.33  0.325
H  7.34  -5.54  2.44  0.333
F  -3.32  -2.71  1.29  -0.142
H  11.22  -4.49  4.42  0.325
C  1.14  2.87  -3.38  -0.624
O  -3.99  -1.94  0.35  -0.087
H  -4.33  2.86  -3.64  0.056
H  4.19  -3.11  -0.24  0.389
C  -1.75  0.61  1.49  0.063
H  11.05  -4.36  2.64  0.323
H  -3.19  0.32  -0.42  0.365
H  -4.44  0.55  -5.92  0.236
O  10.17  -2.82  3.73  -0.284
O  -6.13  1.99  -4.07  -0.703
H  -9.45  1.15  -2.68  0.236
C  -5.19  -0.23  -6.09  -0.641
C  -9.07  1.51  -3.64  -0.629
H  12.16  -3.29  3.51  0.241
H  -3.70  1.18  2.36  0.381
P  -6.66  0.58  -4.06  1.039
O  7.95  -2.15  3.35  -0.631
O  1.71  -1.88  -0.48  -0.528
C  0.68  -0.80  1.58  -0.103
H  -6.77  -0.78  -0.74  0.125
O  1.96  -1.46  1.69  -0.321
C  -3.87  0.95  0.19  -0.575
O  -6.49  0.24  -5.69  -0.307
O  -5.04  0.13  0.50  -0.433
H  8.73  -1.35  5.56  0.335
H  -0.21  1.89  2.35  0.204
C  -0.79  1.00  2.64  -0.708
O  0.56  4.14  -3.06  -0.361
C  4.76  -1.34  0.81  -0.589
C  -3.33  3.22  -3.88  -0.506
H  -2.86  2.48  1.42  0.447
O  7.07  -4.20  3.98  -0.269
H  5.67  -5.29  2.97  0.248

Calculated values
- Kohn-Sham gap (eV) = 7.139
- E (eV) = -85766.508
- spin multiplicity = 1
- HOMO energy (eV) = -9.55
- SMILES string = C=CC(=O)OCCCCCCOC(=O)OF.COP(=O)(OC)OC.COP(=O)(OC)OC.COP(=O)(OC)OC
- net charge = 0


# 3
A molecular structure, C19H42NO2P3W. Source: the Open Molecules 2025 dataset; level of theory: ωB97M-V with the def2-TZVPD basis set.

Last column: Löwdin spin population.
Positions of all 68 atoms, in Å:
P  -1.00  2.36  1.87  0.037
H  1.51  -0.18  2.09  -0.001
H  -3.76  -0.35  1.01  0.000
C  -1.13  -3.01  0.40  0.001
N  1.97  -3.47  -1.07  0.000
H  -2.04  -2.49  3.22  0.002
H  -1.71  -3.78  0.93  0.000
H  2.54  6.71  0.90  -0.001
H  1.10  8.39  -3.57  0.002
C  -0.19  2.15  -2.59  0.012
H  2.50  -4.33  -1.09  0.000
C  -2.75  2.46  2.37  0.023
O  -0.44  6.47  -2.44  0.183
H  0.11  3.03  -1.99  0.000
C  2.67  8.41  -2.06  0.036
H  -3.26  2.03  -2.66  -0.001
H  3.32  9.09  -2.63  -0.001
H  1.66  -4.75  -3.30  0.000
H  -2.03  -1.16  -2.46  0.000
H  0.45  3.99  0.79  0.000
H  0.72  1.60  -2.88  0.000
C  -1.40  -1.65  2.92  0.019
H  -2.92  3.39  2.93  0.003
H  -0.38  -0.76  -3.02  0.000
H  -0.69  2.50  -3.50  0.001
H  -0.20  1.50  4.01  0.000
H  -3.69  1.12  -1.20  0.000
C  1.46  0.74  0.06  -0.010
H  -3.43  -1.41  -0.40  0.001
O  1.33  -1.72  -2.42  0.001
H  -1.81  0.00  -3.81  0.000
H  -0.77  4.77  1.84  -0.001
C  -0.60  3.97  1.10  -0.001
H  -3.41  2.42  1.49  0.000
H  -2.95  2.73  -1.05  0.000
H  -0.06  -3.25  0.47  0.000
C  0.99  6.72  -0.59  0.105
C  -2.95  1.80  -1.64  0.000
H  -1.21  4.15  0.21  0.000
C  -3.31  -1.30  0.69  0.004
H  2.11  -2.86  -0.26  0.000
H  0.29  6.11  -0.03  0.002
H  1.59  0.48  -0.99  0.007
C  1.21  -0.34  1.04  -0.023
H  -0.58  6.82  -3.33  0.000
C  0.65  7.11  -1.88  0.211
C  1.76  -2.87  -2.30  0.000
H  4.05  8.20  -0.42  0.011
H  -0.38  3.29  4.02  0.000
C  1.44  8.03  -2.60  0.107
P  -1.56  -1.40  1.14  0.028
H  3.21  -3.91  -3.46  0.000
C  2.24  7.09  -0.08  0.061
H  -1.69  -0.75  3.48  0.000
C  2.12  -3.77  -3.44  0.000
H  -3.81  -2.14  1.19  0.000
C  -0.05  2.42  3.43  0.003
H  1.81  -3.34  -4.39  0.000
H  -0.36  -1.90  3.17  0.000
H  1.29  -1.37  0.69  0.000
W  -0.62  0.59  0.49  0.858
H  1.02  2.50  3.22  0.000
H  2.04  1.62  0.40  0.002
C  -1.40  -0.35  -2.85  0.007
H  -3.00  1.60  3.00  0.000
H  -1.40  -3.03  -0.67  0.000
C  3.08  7.92  -0.82  0.285
P  -1.30  1.03  -1.67  0.027

Calculated values
- Kohn-Sham gap (alpha / beta) (eV) = 5.589 / 5.717
- <S²> = 2.032
- E (eV) = -55619.271
- spin multiplicity = 3
- HOMO energy (alpha / beta) (eV) = -19.49 / -19.48
- ΔE to the lowest compared entry with this formula, charge and spin (eV) = 0.000
- net charge = +4


# 4
A molecular structure, C19H42NO3P3Ru. Source: the Open Molecules 2025 dataset; level of theory: ωB97M-V with the def2-TZVPD basis set.

Last column: Löwdin spin population.
Positions of all 69 atoms, in Å:
H  1.75  1.14  1.53  0.002
C  1.21  2.07  1.70  0.025
H  -0.30  -0.47  2.94  0.000
C  -3.37  2.26  -2.20  0.013
H  -2.53  -2.34  2.13  0.001
C  -0.84  3.59  0.29  0.054
H  -5.01  1.87  -0.19  0.000
O  2.73  -2.92  0.72  0.780
C  -1.51  1.86  2.51  0.012
H  3.55  -2.82  -2.12  0.002
C  2.98  -1.91  -2.03  0.111
C  -4.19  1.28  0.24  -0.001
H  -2.40  1.24  2.39  0.001
H  0.43  -2.96  0.00  0.001
H  -3.07  -0.65  2.11  0.000
H  -0.93  1.51  3.38  0.000
C  -0.83  2.36  -3.04  0.103
O  3.26  -1.02  1.82  0.066
C  0.06  -1.13  2.14  0.001
C  1.63  -1.95  -2.28  0.039
C  4.46  -3.00  2.32  0.050
H  4.14  -4.03  2.59  0.000
H  -1.93  3.78  0.25  -0.001
H  -2.84  -1.29  -2.18  0.007
H  -0.36  4.36  0.91  0.012
H  0.10  2.81  -2.74  0.010
C  0.94  -0.75  -2.13  0.330
C  2.91  0.51  -1.54  0.132
H  5.58  -2.19  3.89  0.003
H  -1.85  2.88  2.78  0.002
C  -0.66  -2.80  0.04  0.026
H  -1.49  3.12  -3.53  0.002
H  -4.61  0.37  0.71  0.000
H  -1.07  -3.55  0.72  0.004
H  3.43  1.42  -1.16  0.002
C  -2.67  -1.46  1.48  0.005
H  -0.40  3.58  -0.72  0.006
H  1.19  2.29  2.77  0.003
H  -0.14  0.51  -4.06  0.007
H  5.39  -2.98  1.75  0.001
P  -0.48  1.92  0.99  0.131
H  -3.74  1.90  1.03  0.000
H  3.97  -2.46  4.23  0.000
H  1.07  -2.85  -2.51  0.000
H  -3.20  1.90  -3.22  0.000
H  -0.24  -0.66  -2.09  0.042
H  0.09  -2.16  2.52  0.000
H  1.09  -0.84  1.89  0.001
O  4.88  -0.83  -1.18  0.208
H  -3.43  -1.70  0.74  0.000
H  -4.37  2.68  -2.07  0.001
P  -3.02  0.87  -1.09  0.029
H  0.85  1.37  -1.82  0.010
C  3.59  -0.74  -1.62  0.194
C  -0.95  1.08  -3.56  0.039
C  3.41  -2.25  1.53  0.072
P  -1.01  -1.10  0.65  0.058
H  4.33  -1.18  3.18  0.001
H  1.75  2.88  1.19  0.001
Ru  -0.94  0.63  -0.99  1.294
H  -4.21  -0.38  -2.76  0.001
H  -4.27  -1.19  -1.18  0.002
C  1.54  0.46  -1.79  0.047
H  -1.09  -2.98  -0.96  0.000
H  -2.63  3.02  -1.90  0.005
H  -1.88  0.71  -3.97  0.004
H  5.16  0.08  -1.09  0.001
C  -3.64  -0.63  -1.86  0.030
N  4.63  -2.13  3.52  0.014

Calculated values
- Kohn-Sham gap (alpha / beta) (eV) = 6.347 / 4.494
- <S²> = 6.039
- E (eV) = -58418.694
- spin multiplicity = 5
- HOMO energy (alpha / beta) (eV) = -18.27 / -20.63
- ΔE to the lowest compared entry with this formula, charge and spin (eV) = 2.588
- net charge = +4


# 5
A molecular structure, C19H42NOP3ReSe. Source: the Open Molecules 2025 dataset; level of theory: ωB97M-V with the def2-TZVPD basis set.

Last column: Löwdin spin population.
Positions of all 68 atoms, in Å:
C  1.93  -3.10  -3.45  0.083
H  -2.66  2.11  -2.08  0.000
H  -0.56  2.22  4.39  0.001
H  -1.23  0.90  -3.03  0.000
P  0.47  1.56  -1.29  0.076
O  -1.20  -1.12  1.82  0.056
C  -0.44  -3.33  2.54  0.008
H  0.47  3.88  -0.54  0.000
C  2.25  1.64  -1.80  0.020
H  2.67  0.64  -2.03  0.001
H  2.84  2.07  -0.98  0.000
C  -3.20  1.95  -1.14  0.015
H  -4.25  1.78  -1.38  0.002
H  1.99  -4.72  -0.09  0.015
C  -0.72  1.37  3.73  0.016
H  0.28  1.50  -3.75  0.001
H  0.33  -3.20  1.78  0.007
H  -3.02  -1.35  3.40  0.000
H  -4.79  0.62  0.76  0.000
H  0.01  -3.45  3.52  0.000
H  1.33  3.62  1.44  0.000
C  -0.14  0.90  -2.93  0.018
H  -3.12  2.86  -0.54  0.000
H  -3.90  -0.78  1.37  0.000
H  -1.75  1.01  3.80  0.000
H  2.37  2.28  -2.69  0.001
H  -3.02  -1.82  -0.75  0.000
H  1.67  -1.23  2.49  0.000
C  2.17  -3.34  -2.11  0.161
H  1.04  3.43  3.27  0.002
C  2.94  -2.58  -4.27  0.021
H  -2.18  -1.01  -2.10  0.000
H  2.73  -2.36  -5.30  -0.001
H  -2.55  -2.98  3.92  0.000
H  3.50  -3.03  -0.47  0.000
H  0.54  3.76  -2.33  0.003
H  2.08  2.32  2.37  0.000
P  -0.30  1.98  2.06  0.046
C  -3.80  0.28  1.11  -0.001
N  -2.37  -2.13  3.38  0.008
C  -1.32  -2.12  2.55  0.008
C  4.19  -2.28  -3.73  0.188
H  5.27  -1.96  -1.87  -0.001
H  -1.05  -4.20  2.30  0.000
H  -1.45  3.86  2.79  0.001
H  -0.08  0.54  4.03  0.000
H  -1.39  3.85  0.99  0.000
H  -1.02  3.53  -1.46  0.000
H  -3.54  0.86  2.00  0.000
H  1.73  -1.62  0.15  0.006
Re  -0.18  0.35  0.50  1.646
H  0.95  -3.29  -3.86  0.001
H  2.07  0.54  2.35  0.001
H  5.00  -1.94  -4.37  0.007
C  1.71  -0.56  0.45  0.019
H  -3.90  -0.74  -1.82  -0.001
C  4.38  -2.37  -2.35  0.030
C  3.38  -2.93  -1.54  0.070
P  -2.55  0.50  -0.22  0.011
H  2.51  0.03  -0.06  0.012
C  0.06  3.36  -1.41  0.029
C  1.20  2.95  2.31  0.020
C  -2.94  -0.90  -1.33  -0.001
C  -1.57  3.26  1.89  0.011
H  -2.58  2.85  1.82  0.000
C  1.59  -0.32  1.87  -0.023
Se  0.92  -4.28  -1.03  0.408
H  0.19  -0.13  -3.08  0.000

Calculated values
- Kohn-Sham gap (alpha / beta) (eV) = 7.183 / 6.131
- <S²> = 3.792
- E (eV) = -119223.589
- spin multiplicity = 4
- HOMO energy (alpha / beta) (eV) = -20.74 / -20.82
- ΔE to the lowest compared entry with this formula, charge and spin (eV) = 0.000
- net charge = +4


# 6
A molecular structure, C19H43GaOP3SSe. Source: the Open Molecules 2025 dataset; level of theory: ωB97M-V with the def2-TZVPD basis set.

Last column: natural (NBO) charge in e.
Positions of all 69 atoms, in Å:
H  -2.79  2.72  0.69  0.250
H  -0.11  -0.75  4.74  0.252
H  1.47  -0.24  -7.49  0.251
C  2.93  1.09  -0.35  -0.888
H  -3.19  -1.44  -1.40  0.206
H  -1.82  -3.91  -0.52  0.290
H  1.52  0.63  3.61  0.217
C  0.54  3.78  1.77  -0.932
H  -0.91  2.85  3.98  0.259
H  0.61  4.32  2.72  0.256
H  0.27  -2.45  -2.37  0.272
H  3.95  0.81  -0.67  0.279
C  1.19  2.02  -4.95  -0.209
H  -2.91  0.06  -2.33  0.255
H  -4.26  1.94  0.01  0.270
H  -1.29  1.13  3.73  0.223
H  -0.09  -4.45  -0.75  0.316
C  -0.10  0.02  -4.48  -0.259
H  -1.92  -0.94  4.76  0.269
C  -3.53  -0.24  1.34  -0.935
H  1.39  -2.62  4.31  0.256
O  -0.74  -1.94  2.25  -1.045
Se  -0.70  2.32  -2.78  0.201
S  -0.92  -2.75  3.57  1.279
H  -2.94  2.51  -1.07  0.261
H  -0.90  -1.97  5.79  0.286
H  -1.56  -2.42  -2.46  0.290
H  -4.56  0.05  1.08  0.260
H  2.59  1.76  2.72  0.232
H  3.77  -1.87  0.78  0.273
C  -0.80  -3.63  -0.82  -0.664
H  2.30  2.04  -6.78  0.255
H  2.38  -1.83  1.92  0.238
P  0.24  1.98  2.02  0.810
H  0.00  -1.54  -5.95  0.233
H  -0.77  -0.56  -3.84  0.183
H  1.14  -3.80  2.95  0.251
C  1.61  1.65  3.21  -0.935
C  -1.13  2.09  3.22  -0.936
C  0.74  -3.40  3.88  -0.810
H  2.44  1.68  -1.14  0.259
H  0.60  -4.20  4.61  0.285
H  1.48  3.91  1.20  0.243
H  1.51  3.02  -4.63  0.239
H  2.19  -0.86  -2.47  0.268
C  0.27  1.35  -4.12  -0.221
H  -4.37  -0.09  -1.30  0.267
P  1.98  -0.48  -0.08  0.967
C  1.19  0.19  -6.54  -0.152
C  -3.17  2.05  -0.10  -0.895
H  -0.28  4.20  1.16  0.246
H  2.99  1.69  0.57  0.261
H  0.41  2.73  -1.87  0.082
C  -0.68  -2.63  -1.88  -0.367
H  3.68  -1.36  -1.58  0.278
C  -0.95  -1.46  4.82  -0.806
C  1.63  1.46  -6.15  -0.176
H  3.51  -0.44  1.83  0.276
H  -2.06  2.39  2.72  0.234
C  0.35  -0.54  -5.70  -0.188
P  -2.40  0.37  0.02  0.961
H  -3.45  -1.33  1.42  0.234
H  2.22  -2.42  -1.56  0.222
H  -3.25  0.20  2.31  0.250
C  2.58  -1.38  -1.57  -0.951
C  -3.31  -0.35  -1.40  -0.942
C  3.01  -1.23  1.25  -0.949
H  1.55  2.36  4.05  0.260
Ga  -0.38  -1.83  0.05  1.256

Calculated values
- Kohn-Sham gap (alpha / beta) (eV) = 4.433 / 2.694
- E (eV) = -178841.082
- spin multiplicity = 1
- HOMO energy (alpha / beta) (eV) = -16.35 / -15.71
- net charge = +3


- Which value of E does entry 4 give?
  -58418.694 eV


- Which value of E does entry 5 give?
  -119223.589 eV